C28H59F3N5O15S4 | ωB97M-V/def2-TZVPD

Properties
highest occupied orbital energy: -11.35 eV
total charge: +1
gap between HOMO and LUMO: 8.9 eV

Last column: Mulliken charge in e.
Element x y z (Å)
C 1.9749 -5.9616 -1.2651  -0.96
C 2.2187 -4.6859 -0.4125  0.69
O 3.2966 -4.4317 0.0202  -0.54
N 1.1199 -3.8239 -0.1495  -0.22
C 1.3369 -2.4659 -0.6639  -0.97
C 1.2981 -2.3716 -2.2265  -0.22
C 1.3762 -0.8596 -2.6659  -1.11
C 0.2928 -0.4929 -3.7352  -0.35
C -1.1155 -0.6083 -3.2008  0.34
N -1.5237 -1.2970 -2.1073  -0.19
C -2.8648 -1.0815 -1.9691  0.10
N -3.5702 -1.5797 -0.9718  0.43
C -2.8096 -2.4367 -0.0202  -0.95
C -4.9891 -1.4057 -0.6672  -0.94
C -5.8938 -2.5975 -1.1718  -0.56
C -5.8098 -2.8620 -2.6954  -0.21
C -6.5020 -4.2253 -3.0300  0.39
O -7.2732 -4.7336 -2.3217  -0.44
O -6.1543 -4.7561 -4.2533  -0.50
N -3.3328 -0.2930 -2.9929  0.45
C -4.6060 0.2519 -3.4379  -0.63
C -4.5962 1.8308 -3.3612  -0.89
C -4.4620 2.3729 -1.9386  0.92
F -4.5378 3.7287 -2.0236  -0.31
F -3.2631 2.0866 -1.4050  -0.22
F -5.4668 2.0219 -1.1242  -0.27
N -2.2115 -0.0332 -3.6981  -0.24
H 2.5740 -6.8140 -0.9021  0.33
H 2.1927 -5.7503 -2.3295  0.23
H 0.9025 -6.2255 -1.1334  0.33
H 0.2487 -4.2226 -0.4977  0.18
H 0.6072 -1.7383 -0.2498  0.16
H 2.3380 -2.1317 -0.3222  0.40
H 0.3622 -2.8113 -2.6355  0.27
H 2.1268 -2.9757 -2.6469  0.52
H 2.3777 -0.7221 -3.1177  0.43
H 1.3234 -0.1705 -1.7987  0.42
H 0.4462 0.5943 -3.9347  0.26
H 0.4492 -1.0028 -4.7022  0.26
H -2.3202 -3.2766 -0.5540  0.26
H -3.4279 -2.7591 0.8293  0.44
H -1.9762 -1.8186 0.3751  0.26
H -5.0692 -1.4676 0.4395  0.39
H -5.4022 -0.4113 -0.9150  0.18
H -5.5200 -3.4818 -0.6087  0.33
H -6.9224 -2.4250 -0.8015  0.38
H -6.4552 -2.1013 -3.1966  0.26
H -4.7848 -2.8429 -3.1100  0.27
H -6.0212 -4.0211 -4.8753  0.34
H -4.6749 0.0413 -4.5319  0.30
H -5.5033 -0.1927 -2.9963  0.19
H -3.7664 2.1830 -4.0077  0.32
H -5.5203 2.1640 -3.8742  0.46
H -2.1718 0.5555 -4.5313  0.23
O -2.2981 0.0457 2.2962  -0.49
S -2.6597 0.4492 3.6272  1.17
O -3.8776 0.0040 4.2307  -0.66
O -2.5870 2.0462 3.7200  -0.25
C -3.3074 2.8181 2.7475  -0.16
C -4.7866 2.8960 3.0732  -1.07
C -1.3212 0.1065 4.7206  -1.08
H -3.1433 2.4191 1.7434  0.15
H -2.8785 3.8198 2.7700  0.29
H -5.2653 1.9220 2.9625  0.27
H -5.2880 3.5986 2.4056  0.40
H -4.9383 3.2155 4.1047  0.32
H -0.4049 0.5036 4.2896  0.21
H -1.2463 -0.9738 4.8298  0.47
H -1.5277 0.5645 5.6853  0.41
O 0.9614 0.4660 7.1406  -0.65
S 1.9554 1.2600 6.4781  1.22
O 2.7304 0.7394 5.3930  -0.62
O 2.9375 1.8841 7.5679  -0.24
C 3.5677 0.9968 8.5096  -0.36
C 4.7537 0.2763 7.8998  -0.97
C 1.2193 2.7812 5.9644  -0.88
H 2.8408 0.2900 8.9154  0.32
H 3.9084 1.6182 9.3373  0.29
H 4.4321 -0.4296 7.1326  0.28
H 5.2982 -0.2792 8.6642  0.41
H 5.4338 0.9837 7.4235  0.27
H 0.6828 3.2133 6.8058  0.30
H 0.5290 2.5604 5.1518  0.29
H 2.0031 3.4508 5.6172  0.36
O 8.1153 1.3526 6.8531  -0.59
S 8.9639 2.3779 6.3227  1.21
O 8.5627 3.7512 6.3221  -0.61
O 9.4092 1.9662 4.8414  -0.27
C 8.3853 1.6246 3.8961  -0.32
C 7.7153 2.8582 3.3218  -0.99
C 10.5565 2.2524 7.0709  -0.99
H 7.6537 0.9519 4.3491  0.32
H 8.8770 1.0731 3.0948  0.27
H 7.1320 3.3783 4.0826  0.29
H 7.0430 2.5830 2.5077  0.38
H 8.4595 3.5622 2.9468  0.28
H 10.8912 1.2194 7.0130  0.32
H 10.4589 2.5589 8.1108  0.37
H 11.2434 2.9143 6.5485  0.34
O 0.9187 0.8884 -7.1668  -0.66
S -0.3407 1.4924 -7.4815  1.31
O -1.5682 1.0112 -6.8966  -0.64
O -0.5084 1.5560 -9.0623  -0.30
C -0.3398 0.3430 -9.8204  -0.33
C -1.5728 -0.5369 -9.7575  -0.95
C -0.2280 3.2309 -7.2051  -1.02
H 0.5491 -0.1962 -9.4874  0.32
H -0.1641 0.6472 -10.8514  0.29
H -1.7187 -0.9382 -8.7535  0.25
H -1.4777 -1.3759 -10.4473  0.39
H -2.4673 0.0333 -10.0119  0.27
H 0.6647 3.6065 -7.6992  0.35
H -0.1600 3.3937 -6.1305  0.36
H -1.1220 3.7088 -7.6000  0.34